Formula: C17H14Co2NO6
Source: OMol25
Level of theory: ωB97M-V with the def2-TZVPD basis set

## Properties
Maximum force: 4.93 eV/A
ΔE to the lowest compared entry with this formula, charge and spin: 60.9 kcal/mol
Charge: -1
Lowest unoccupied orbital energy: 2.6 eV
Total energy: -106880.4403 eV

XYZ file:
```
40
Properties=species:S:1:pos:R:3:nbo_charge:R:1
O -2.04980 0.58522 3.54119 -0.5887
C -1.80622 0.86155 2.43964 0.3729
Co -1.52661 1.11764 0.76546 -0.1857
C -2.46649 2.07218 -0.34830 0.4264
O -3.10537 2.66262 -1.11266 -0.5710
C 0.42186 2.73271 0.34363 0.7067
O -0.00098 3.87486 0.12567 -0.6025
C -0.91071 -0.45049 -0.17797 -0.2255
C -2.03766 -1.33376 -0.41158 -0.0517
C -2.54916 -2.15600 0.63113 -0.1937
C -3.75666 -2.84117 0.44638 -0.2085
C -4.47933 -2.74086 -0.73624 -0.2497
C -3.95973 -2.00349 -1.79717 -0.2183
C -2.72290 -1.36050 -1.66426 -0.2082
C 0.13738 0.40358 -0.36145 -0.1736
C 0.60771 1.71517 -0.72416 -0.5766
Co 0.71414 -0.97629 0.65455 -0.1105
C 0.57186 -1.00459 2.40620 0.4305
O 0.64346 -1.09412 3.56081 -0.5851
C 2.36006 -0.48770 0.29689 0.4709
O 3.45013 -0.19632 0.03221 -0.6056
C 1.17906 -2.57098 0.20476 0.4796
O 1.60864 -3.62424 -0.00794 -0.5735
H -1.98888 -2.23811 1.58138 0.2328
H -4.12018 -3.45662 1.25499 0.2007
H -5.43699 -3.22016 -0.84366 0.1987
H -4.48954 -1.90548 -2.74868 0.2021
H -2.24786 -0.81650 -2.49620 0.2121
H 1.65825 1.73101 -1.01473 0.2049
H 0.02084 2.06733 -1.59135 0.2545
C 0.54350 3.19190 2.70074 -0.4267
N 1.20534 2.44149 1.56608 -0.4992
C 2.58719 3.01243 1.44318 -0.4123
H -0.45590 2.78130 2.91048 0.2670
H 1.21146 3.22001 3.57408 0.1998
H 0.40881 4.20590 2.33494 0.2341
H 1.22792 1.40886 1.80812 0.4979
H 3.11826 2.47027 0.66431 0.2357
H 2.42566 4.06619 1.20621 0.2249
H 3.07223 2.94525 2.40914 0.2147
```